C4H7NO | ωB97M-V/def2-TZVPD

Structure (XYZ):
```
13
C4H7NO, DFT ωB97M-V/def2-TZVPD
C 0.036 -0.577 -1.391
C 0.998 0.664 -0.190
O 1.032 0.141 1.063
C -0.221 -0.428 1.298
C -1.284 0.571 1.476
N -2.138 1.352 1.494
H -0.287 -1.657 -1.430
H -0.831 -0.025 -1.775
H 0.862 -0.534 -2.069
H 0.297 1.497 -0.313
H 2.029 0.909 -0.492
H -0.137 -1.092 2.169
H -0.356 -0.821 0.161
```

The value obtained for the energy above the lowest of the compared OMol25 structures with the same formula, charge and spin is 103.2 kcal per mole. The value obtained for the HOMO-LUMO gap is 11.0 eV. As for the spin multiplicity: 1.

C14H42O7 | ωB97M-V/def2-TZVPD

Structure (XYZ):
```
63
C14H42O7, DFT ωB97M-V/def2-TZVPD
C 2.132 3.016 -3.840
C 0.931 3.621 -3.159
O 0.582 4.808 -3.851
H 2.866 3.788 -4.074
H 1.868 2.466 -4.742
H 2.633 2.298 -3.182
H 1.155 3.823 -2.105
H 0.118 2.886 -3.210
H -0.272 5.124 -3.544
C -3.418 1.632 1.152
C -3.599 1.146 2.571
O -4.970 0.978 2.896
H -2.388 1.946 0.960
H -4.071 2.484 0.964
H -3.643 0.828 0.449
H -3.226 1.866 3.300
H -3.055 0.206 2.714
H -5.365 0.255 2.401
C 0.750 -4.283 -4.768
C 0.551 -4.152 -3.264
O 1.769 -4.487 -2.589
H 1.276 -3.410 -5.151
H -0.211 -4.412 -5.266
H 1.350 -5.170 -4.966
H -0.245 -4.826 -2.936
H 0.280 -3.130 -2.986
H 1.954 -3.781 -1.958
C 4.113 -3.176 0.273
C 3.654 -1.854 -0.305
O 2.570 -2.099 -1.202
H 4.126 -3.928 -0.520
H 3.439 -3.537 1.047
H 5.125 -3.083 0.664
H 4.473 -1.338 -0.810
H 3.290 -1.202 0.499
H 2.515 -1.400 -1.859
C -2.773 -3.563 2.383
C -1.664 -2.560 2.251
O -1.639 -2.120 0.899
H -2.575 -4.452 1.778
H -3.698 -3.123 2.009
H -2.898 -3.935 3.400
H -0.698 -2.970 2.571
H -1.845 -1.693 2.904
H -0.841 -1.595 0.764
C -1.176 4.319 4.289
C -0.544 3.815 3.011
O 0.487 4.736 2.597
H -2.021 3.705 4.604
H -1.522 5.341 4.143
H -0.423 4.327 5.078
H -1.252 3.777 2.180
H -0.111 2.814 3.098
H 1.346 4.330 2.726
C 0.136 0.508 -0.992
C 0.823 0.782 0.334
O 0.633 -0.298 1.252
H -0.940 0.691 -0.884
H 0.244 -0.551 -1.229
H 0.471 1.182 -1.774
H 0.536 1.740 0.782
H 1.902 0.896 0.128
H 0.989 -0.007 2.096
```

The value obtained for the energy above the lowest of the compared OMol25 structures with the same formula, charge and spin is 42.2 kcal per mole. The value obtained for the HOMO-LUMO gap is 9.8 eV. As for the structure (SMILES): CCO.CCO.CCO.CCO.CCO.CCO.CCO. As for the spin multiplicity: 1.

C2H4P2 | ωB97M-V/def2-TZVPD

Structure (XYZ):
```
8
C2H4P2, DFT ωB97M-V/def2-TZVPD
P 0.575 1.147 1.159
C -0.688 0.302 -0.211
C 0.041 -0.707 -1.096
P -1.064 -1.481 -0.108
H 1.488 0.196 0.919
H 0.186 0.419 2.273
H -1.163 0.931 -1.010
H 0.625 -0.808 -1.925
```

The value obtained for the energy above the lowest of the compared OMol25 structures with the same formula, charge and spin is 52.4 kcal per mole. The value obtained for the HOMO-LUMO gap is 8.3 eV. As for the structure (SMILES): P[C@H]1C=P1. As for the spin multiplicity: 1.

C14H19HfN7 | ωB97M-V/def2-TZVPD

Structure (XYZ):
```
41
C14H19HfN7, DFT ωB97M-V/def2-TZVPD
Hf -0.118 0.332 -0.667
C -1.813 -3.745 1.067
N -1.776 -2.581 1.955
C -2.397 -2.812 3.271
C -1.442 -1.402 1.451
N -0.989 -1.335 0.209
N -1.520 -0.223 2.251
C -1.736 1.059 1.905
N -2.201 1.909 2.830
N -1.189 1.512 0.758
H -2.055 -4.653 1.668
H -0.813 -3.866 0.653
H -2.580 -3.758 0.289
H -2.430 -3.924 3.389
H -3.428 -2.504 3.401
H -1.769 -2.266 4.068
H -1.048 -2.274 -0.197
H -1.754 -0.549 3.244
H -2.881 1.641 3.540
H -2.129 2.917 2.586
H -1.324 2.532 0.708
C 3.731 0.409 0.977
C 4.166 1.391 0.037
C 3.513 1.556 -1.200
C 2.347 0.813 -1.515
N 1.892 -0.093 -0.507
C 2.702 -0.415 0.579
C 1.482 1.094 -2.622
C 1.616 2.269 -3.367
C 0.625 2.634 -4.286
C -0.432 1.760 -4.530
C -0.584 0.624 -3.743
N 0.251 0.355 -2.714
H 4.050 0.360 2.012
H 5.080 1.954 0.209
H 3.965 2.230 -1.927
H 2.572 -1.333 1.135
H 2.415 2.962 -3.078
H 0.645 3.608 -4.728
H -1.218 1.885 -5.289
H -1.428 -0.074 -3.824
```

The value obtained for the HOMO-LUMO gap is 7.2 eV. As for the spin multiplicity: 1. As for the charge: +4.

C3H9NO | ωB97M-V/def2-TZVPD

Structure (XYZ):
```
14
C3H9NO, DFT ωB97M-V/def2-TZVPD
C -1.913 -1.230 -0.438
N -1.778 -0.681 0.744
H -2.738 -0.933 -1.095
H -1.123 -1.844 -0.815
H -0.840 -0.314 1.026
H -2.571 -0.084 1.026
C 1.816 0.048 0.396
O 0.928 -0.439 1.286
C 1.068 1.195 -0.498
H 2.214 -0.537 -0.461
H 2.593 0.565 0.940
H 1.449 2.219 -0.290
H 0.002 1.068 -0.274
H 0.893 0.968 -1.548
```

The value obtained for the energy above the lowest of the compared OMol25 structures with the same formula, charge and spin is 64.1 kcal per mole. The value obtained for the HOMO-LUMO gap (alpha / beta) is 8.9 / 8.1 eV. As for the spin multiplicity: 2. Its expectation value of S² is 0.76. As for the charge: +1.

C2H5I2N | ωB97M-V/def2-TZVPD

Structure (XYZ):
```
10
C2H5I2N, DFT ωB97M-V/def2-TZVPD
C -0.242 -0.826 0.826
C 0.487 0.984 -0.522
N -0.420 0.513 0.344
I 2.525 0.760 -0.166
I -2.376 1.051 -0.060
H -1.038 -1.100 1.518
H -0.218 -1.514 -0.041
H 0.715 -0.888 1.346
H 0.243 1.830 -1.138
H 0.323 -0.810 -2.107
```

The value obtained for the energy above the lowest of the compared OMol25 structures with the same formula, charge and spin is 88.4 kcal per mole. The value obtained for the HOMO-LUMO gap (alpha / beta) is 6.1 / 7.9 eV. As for the spin multiplicity: 1.

HO2S | ωB97M-V/def2-TZVPD

Structure (XYZ):
```
4
HO2S, DFT ωB97M-V/def2-TZVPD
O -0.678 1.090 -1.367
O 0.661 -1.395 0.789
S 0.050 0.985 -0.032
H -0.032 -0.680 0.610
```

The value obtained for the energy above the lowest of the compared OMol25 structures with the same formula, charge and spin is 58.7 kcal per mole. The value obtained for the HOMO-LUMO gap (alpha / beta) is 6.8 / 6.5 eV. As for the spin multiplicity: 1. As for the charge: -1.

C3H15N2O2 | ωB97M-V/def2-TZVPD

Structure (XYZ):
```
22
C3H15N2O2, DFT ωB97M-V/def2-TZVPD
C -1.062 -0.967 -0.731
N -1.282 -0.804 0.640
C -0.770 0.451 -1.389
N 0.444 1.089 -1.140
C 1.507 0.645 -2.043
H -1.874 -1.560 -1.176
H -0.176 -1.658 -0.779
H -2.208 -0.996 1.005
H -0.701 -0.170 1.206
H -1.561 1.067 -0.944
H -1.061 0.501 -2.442
H 0.639 0.930 -0.111
H -1.396 -0.150 4.544
H 1.655 -0.441 -1.920
H 2.404 1.203 -1.765
H 1.271 0.859 -3.093
H 1.111 -0.320 1.238
H 0.751 1.746 1.675
O 0.319 0.901 1.528
H -1.917 0.029 4.058
H 2.436 -1.169 0.835
O 1.471 -1.182 0.804
```

The value obtained for the energy above the lowest of the compared OMol25 structures with the same formula, charge and spin is 186.1 kcal per mole. The value obtained for the HOMO-LUMO gap is 5.5 eV. As for the spin multiplicity: 1. As for the charge: +1.

In the order shown, the computed energy values come out to -286.467243 -1085.194392 -761.171451 -974.677008 -249.290035 -729.162740 -549.184064 -382.779375 a.u..